Below is a 4-piece molecular cluster, C21H28O13 overall in a non-equilibrium geometry, with properties calculated with wB97M-V/def2-TZVPD.

The geometry in XYZ format:
```
62
Properties=species:S:1:pos:R:3
C -4.294 1.840 0.307
C -2.946 2.102 -0.335
O -2.851 1.316 -1.536
C -2.725 3.562 -0.714
O -2.279 4.370 0.374
C -1.093 4.001 0.912
C -0.893 4.102 2.233
C 0.414 3.682 2.790
O 0.904 4.203 3.772
C 1.081 2.577 2.045
C 0.904 2.481 0.726
C 0.029 3.481 0.060
O 0.233 3.857 -1.086
H -5.025 1.652 -0.463
H -4.205 0.966 0.938
H -4.577 2.672 0.946
H -2.173 1.724 0.339
H -1.951 1.436 -1.845
H -2.066 3.617 -1.576
H -3.675 3.976 -1.029
H -1.674 4.473 2.871
H 1.706 1.862 2.557
H 1.359 1.702 0.147
C -4.185 -3.006 -4.754
C -3.830 -2.360 -3.439
C -3.862 -3.282 -2.242
O -4.162 -2.376 -1.174
C -4.848 -1.333 -1.705
O -5.400 -0.500 -1.069
O -4.811 -1.380 -3.059
H -4.255 -2.255 -5.541
H -3.431 -3.740 -5.037
H -5.155 -3.501 -4.693
H -2.865 -1.850 -3.514
H -2.916 -3.787 -2.060
H -4.662 -4.024 -2.304
C 7.115 1.363 -1.379
C 5.638 1.087 -1.263
C 4.815 2.224 -0.706
O 3.717 1.524 -0.097
C 4.160 0.294 0.246
O 3.552 -0.466 0.930
O 5.373 0.052 -0.292
H 7.650 0.461 -1.675
H 7.302 2.139 -2.121
H 7.526 1.684 -0.421
H 5.238 0.749 -2.223
H 4.454 2.911 -1.467
H 5.338 2.786 0.071
C 2.445 -3.163 1.780
C 1.213 -3.477 2.588
C 1.398 -3.417 4.085
O 0.405 -4.342 4.551
C 0.198 -5.249 3.563
O -0.423 -6.252 3.688
O 0.802 -4.848 2.418
H 2.261 -3.343 0.721
H 2.743 -2.126 1.907
H 3.276 -3.807 2.075
H 0.381 -2.841 2.272
H 1.223 -2.429 4.503
H 2.381 -3.775 4.402
```

The structure (SMILES) is C[C@@H](O)COC1=CC(=O)C=CC1=O.C[C@@H]1COC(=O)O1.C[C@@H]1COC(=O)O1.C[C@@H]1COC(=O)O1. The calculation puts the calculated total energy at -48847.4818 eV. The value obtained for the HOMO-LUMO gap is 8.38 eV. The calculation puts the LUMO energy at -1.165 eV.



Below is a 10-piece molecular cluster, C16H46O10 overall in a non-equilibrium geometry, with properties calculated with wB97M-V/def2-TZVPD.

The geometry in XYZ format:
```
72
Properties=species:S:1:pos:R:3
C -0.556 3.272 2.435
C -1.872 2.772 3.104
C -1.833 2.639 4.624
O -2.847 2.346 2.498
H -0.404 4.315 2.712
H -0.702 3.276 1.355
H 0.310 2.631 2.604
H -2.773 2.378 5.112
H -1.426 3.591 4.963
H -1.123 1.889 4.974
C 1.586 -0.871 -3.687
C 2.364 0.436 -4.022
C 3.852 0.279 -4.429
O 1.747 1.444 -4.341
H 1.680 -1.599 -4.493
H 0.603 -0.631 -3.281
H 2.225 -1.223 -2.877
H 4.014 1.101 -5.126
H 3.940 -0.669 -4.959
H 4.474 0.196 -3.538
C -2.733 1.835 -3.359
C -3.216 1.055 -2.143
C -2.965 1.765 -0.866
O -3.788 -0.056 -2.062
H -3.279 2.773 -3.457
H -2.914 1.128 -4.168
H -1.651 1.963 -3.312
H -3.891 2.259 -0.574
H -2.266 2.577 -1.066
H -2.560 1.196 -0.028
C 2.190 0.372 3.518
O 1.153 -0.189 4.309
H 2.276 -0.083 2.531
H 2.048 1.450 3.442
H 3.151 0.149 3.984
H 0.287 -0.138 3.899
C 0.652 -0.003 0.101
O -0.595 -0.608 0.470
H 1.469 -0.722 0.033
H 0.818 0.428 -0.887
H 1.122 0.693 0.796
H -0.751 -1.268 -0.210
C -0.097 -5.478 -0.696
O 0.011 -4.446 -1.696
H 0.718 -6.183 -0.860
H 0.040 -5.111 0.321
H -1.100 -5.898 -0.765
H -0.599 -3.710 -1.614
C -2.788 -3.176 -0.513
O -1.994 -2.441 -1.368
H -3.428 -2.458 0.000
H -3.316 -3.997 -0.997
H -2.222 -3.589 0.323
H -2.609 -1.984 -1.947
C 1.779 3.755 -1.548
O 1.713 5.175 -1.286
H 1.488 3.494 -2.565
H 2.729 3.250 -1.370
H 1.156 3.232 -0.822
H 0.882 5.580 -1.544
C 4.146 -2.501 1.124
O 5.355 -2.765 0.534
H 3.435 -1.833 0.638
H 3.527 -3.377 1.315
H 4.364 -2.057 2.096
H 5.278 -3.721 0.490
C -3.003 -0.666 3.290
O -1.567 -0.648 3.113
H -3.386 0.013 2.528
H -3.316 -1.592 2.807
H -3.430 -0.460 4.272
H -1.585 -0.555 2.158
```

The structure (SMILES) is CC(C)=O.CC(C)=O.CC(C)=O.CO.CO.CO.CO.CO.CO.CO. As for the energy above the lowest of the compared OMol25 structures with the same formula, charge and spin: 237.7 kJ/mol. The calculation puts the calculated total energy at -37807.7945 eV. The value obtained for the HOMO-LUMO gap is 10.10 eV. The calculation puts the LUMO energy at 0.402 eV.



The lowest calculated total energy belongs to which entry?
C21H28O13